1.
C29H30Cl3F3GeN10O6PSbScTe as an isolated structure, computed with ωB97M-V/def2-TZVPD.

- Spin multiplicity: 2
- Energy above the lowest of the compared OMol25 structures with the same formula, charge and spin: 35.7 kcal per mole
- Calculated total energy: -203812.7488 eV
- E_HOMO (alpha / beta): -3.4 / -3.7 eV
- Charge: -2
- <S²>: 0.75
- Lowest unoccupied orbital energy (alpha / beta): 3.8 / 3.0 eV
- Max |F|: 0.0344 hartree/bohr
- Frontier orbital gap (alpha / beta): 7.151 / 6.630 eV

Geometry (Å):
Sc  -0.54563  -0.90000  0.86906
C  -1.68027  3.08413  3.13786
C  -0.89876  1.84401  3.58320
C  -0.35064  2.01047  4.99293
O  -1.73765  0.70923  3.59287
C  0.26975  1.69545  2.57773
O  1.11517  2.57725  2.56940
O  0.27388  0.68222  1.76517
H  -2.54077  3.23883  3.79098
H  -2.02988  2.97047  2.10875
H  -1.02292  3.95130  3.17960
H  -1.13520  2.37647  5.65618
H  0.47755  2.71558  4.97362
H  -0.00310  1.04687  5.36787
H  -2.25475  0.70792  2.78087
N  -4.21769  0.40921  1.01397
C  -3.93615  -0.84447  1.49653
N  -4.87773  -1.71493  1.85272
N  -4.21492  -2.77639  2.28599
N  -2.94875  -2.55326  2.21628
N  -2.70777  -1.32103  1.71048
C  -3.31682  1.06603  0.19471
N  -3.66948  2.03292  -0.63916
N  -2.52016  2.41983  -1.19997
N  -1.54035  1.72926  -0.73184
N  -1.99954  0.84274  0.17926
H  -5.18718  0.57012  0.79253
Cl  -0.06841  -2.16140  6.51060
Ge  -1.45098  -2.15112  4.69733
Cl  0.23250  -1.94185  3.13688
Cl  -1.43992  -4.54145  4.26318
C  -5.80253  -2.36587  -1.27215
C  -4.32634  -2.31030  -1.61318
O  -3.63778  -3.25619  -0.78146
P  -2.02606  -3.19091  -0.68242
O  -1.55891  -1.76409  -0.75591
Te  -1.40696  -4.48516  1.23524
O  -1.57463  -3.79371  -2.11191
C  -1.81679  -5.16184  -2.42213
C  -1.47104  -5.36305  -3.88500
H  -6.34978  -1.60644  -1.83188
H  -5.93027  -2.19377  -0.20589
H  -6.20044  -3.35300  -1.51044
H  -3.91615  -1.31009  -1.44677
H  -4.15285  -2.56411  -2.66515
H  -2.86453  -5.41263  -2.22310
H  -1.19247  -5.79357  -1.78193
H  -2.15122  -4.78738  -4.51274
H  -1.53499  -6.41800  -4.15136
H  -0.45613  -5.00905  -4.06293
F  4.54241  5.81575  -4.60885
C  3.93152  4.99279  -3.71062
C  3.82381  3.64871  -3.99960
C  3.19464  2.81733  -3.07999
C  2.67822  3.31194  -1.88711
C  2.80515  4.67969  -1.64580
C  3.43590  5.53195  -2.54197
Sb  1.52932  2.18780  -0.36079
C  3.37109  1.81317  0.75965
C  3.52891  0.63931  1.49218
C  4.62249  0.46074  2.32795
C  5.55294  1.47335  2.42659
F  6.63996  1.30259  3.22988
C  5.42375  2.65854  1.73362
C  4.31980  2.81941  0.90614
C  1.74264  0.40487  -1.58971
C  0.65968  -0.03001  -2.35076
C  0.77063  -1.13749  -3.18201
C  1.97715  -1.79744  -3.24314
F  2.09407  -2.87605  -4.05932
C  3.08357  -1.37252  -2.53463
C  2.95465  -0.27276  -1.70380
H  4.21609  3.26622  -4.93323
H  3.10307  1.76283  -3.30838
H  2.38955  5.08828  -0.72974
H  3.52955  6.59367  -2.35297
H  2.78454  -0.14591  1.43099
H  4.74219  -0.44219  2.91169
H  6.16585  3.43720  1.85429
H  4.19797  3.74773  0.36253
H  -0.27504  0.51453  -2.31767
H  -0.07258  -1.49860  -3.75520
H  4.01225  -1.92134  -2.60816
H  3.80847  0.06238  -1.12809
N  1.83892  -3.03796  -0.06590
C  1.17324  -2.13378  0.21743

***

2.
C33H40N3O6P2RuSi as an isolated structure, computed with ωB97M-V/def2-TZVPD.

- Spin multiplicity: 2
- Energy above the lowest of the compared OMol25 structures with the same formula, charge and spin: 24.9 kcal per mole
- Calculated total energy: -80668.3691 eV
- E_HOMO (alpha / beta): -8.1 / -8.3 eV
- <S²>: 0.75
- Lowest unoccupied orbital energy (alpha / beta): -0.3 / -0.5 eV
- Max |F|: 0.0516 hartree/bohr
- Frontier orbital gap (alpha / beta): 7.744 / 7.810 eV

Geometry (Å):
Ru  -0.58648  -0.42704  -1.19495
C  -1.53923  0.93185  2.35937
C  -1.91904  1.55201  1.06847
N  -1.83961  1.03640  -0.15771
C  -2.33298  2.00722  -1.01257
C  -2.72786  3.09450  -0.29499
N  -2.45789  2.78113  1.00234
C  -3.26581  4.45092  -0.59435
O  -3.51009  4.74078  -1.84875
O  -3.44793  5.21230  0.32640
C  -2.33757  1.76105  -2.46642
O  -2.85730  2.56478  -3.24722
O  -1.80774  0.64773  -2.78538
H  -0.74042  0.22049  2.18150
H  -2.39409  0.42876  2.81602
H  -1.18690  1.68580  3.05965
H  -2.61565  3.43371  1.75677
H  -3.31497  3.95659  -2.45393
C  -0.42288  -2.52470  1.73085
P  -1.27898  -2.10022  0.20697
C  -2.97678  -1.73775  0.79134
C  -1.58340  -3.65327  -0.67184
C  -1.45732  -4.92313  -0.11487
C  -1.75208  -6.03666  -0.88656
C  -2.17712  -5.88383  -2.20241
C  -2.29688  -4.61788  -2.75349
C  -1.98456  -3.49772  -1.98744
P  -1.97501  -1.78717  -2.60570
C  -1.26756  -1.97672  -4.26044
C  -3.71119  -1.42402  -2.98630
H  -1.05565  -3.17945  2.33065
H  -0.21093  -1.60642  2.26827
H  0.53356  -2.99874  1.51179
H  -3.45514  -2.65123  1.14870
H  -3.56080  -1.30814  -0.01846
H  -2.93785  -1.01495  1.60020
H  -1.13716  -5.05030  0.91151
H  -1.64645  -7.02684  -0.46302
H  -2.40211  -6.75604  -2.80229
H  -2.61083  -4.50905  -3.78452
H  -1.91516  -2.60045  -4.87793
H  -0.27459  -2.41113  -4.18824
H  -1.18839  -0.98734  -4.70877
H  -4.11478  -2.24989  -3.57238
H  -3.74412  -0.50260  -3.56134
H  -4.30733  -1.29633  -2.08310
C  4.78337  0.45984  1.10738
C  3.61669  -0.08593  0.27593
C  3.59706  -1.62310  0.30912
C  3.79112  0.36116  -1.18069
Si  1.96348  0.58227  0.93002
O  0.66561  -0.30750  0.44379
C  1.98680  0.64335  2.82678
C  2.49747  -0.40968  3.59736
C  2.50428  -0.36692  4.98503
C  2.00690  0.74609  5.64828
C  1.49822  1.80676  4.91369
C  1.48359  1.74641  3.52516
C  1.79504  2.36964  0.33798
C  0.95893  2.56942  -0.75924
C  0.69153  3.82563  -1.28529
C  1.27681  4.93575  -0.69240
C  2.12295  4.77167  0.39967
C  2.38314  3.50466  0.90601
H  5.73181  0.05967  0.72953
H  4.70831  0.19414  2.16300
H  4.84020  1.55044  1.03755
H  4.50891  -2.02371  -0.14981
H  2.74277  -2.01184  -0.25136
H  3.54814  -2.02012  1.32633
H  4.71720  -0.06244  -1.58826
H  3.85603  1.44762  -1.26506
H  2.96801  0.02059  -1.80692
H  2.89625  -1.28979  3.10719
H  2.90104  -1.20183  5.55020
H  2.01752  0.78522  6.73060
H  1.11850  2.68589  5.42054
H  1.07837  2.58637  2.97185
H  0.53340  1.66884  -1.18738
H  0.03746  3.93964  -2.14254
H  1.08144  5.92590  -1.08500
H  2.57354  5.64024  0.86495
H  3.05259  3.40265  1.75414
O  1.36162  0.28141  -4.70227
C  1.07167  -0.18369  -3.65160
N  0.82530  -0.69176  -2.59964